[1]
{"formula": "C2H4NaO2", "method": "ωB97M-V/def2-TZVPD", "symbols": ["C", "C", "O", "O", "H", "H", "H", "Na", "H"], "positions_angstrom": [[-0.51929, -0.52472, -0.49073], [0.84745, -0.45898, 0.13865], [1.33073, 0.83285, 0.22406], [-1.19515, 0.65468, -0.24047], [-1.12449, -1.43636, -0.44502], [1.49242, -1.21963, -0.35717], [-1.79317, 0.56040, 0.57476], [0.24333, 2.42025, -0.59540], [0.71817, -0.82849, 1.19132]], "fmax_ha_per_bohr": 0.0548, "charge": 0, "gap_ha": [0.2276, 0.2401], "s2": 0.75, "energy_ha": -391.29223, "multiplicity": 2}

=====

[2]
{"formula": "C23H28CeN4O7S2", "method": "ωB97M-V/def2-TZVPD", "symbols": ["Ce", "O", "C", "O", "C", "C", "C", "C", "C", "N", "C", "O", "O", "H", "H", "H", "H", "O", "S", "O", "N", "C", "O", "C", "C", "C", "C", "C", "C", "H", "H", "H", "H", "C", "C", "C", "C", "N", "C", "S", "N", "C", "C", "C", "C", "H", "H", "H", "H", "H", "H", "H", "H", "H", "H", "H", "H", "H", "H", "H", "H", "H", "H", "H", "H"], "positions_angstrom": [[-1.05141, 1.44475, -0.26125], [-1.99148, 5.98969, 0.86510], [-1.94866, 4.84382, 0.27690], [-0.92355, 4.19724, 0.07257], [-3.27023, 4.17983, -0.01128], [-4.40366, 4.88021, -0.12632], [-5.53294, 4.21923, -0.63929], [-5.42037, 2.84529, -0.90873], [-4.24727, 2.16772, -0.62173], [-3.13461, 2.87263, -0.32178], [-4.02391, 0.60910, -0.72564], [-4.90810, -0.18049, -0.89896], [-2.71200, 0.25240, -0.66716], [-1.07855, 6.31559, 0.85570], [-4.57670, 5.91752, 0.26953], [-6.47405, 4.66906, -0.80159], [-6.26704, 2.11666, -1.12023], [2.44414, 0.57259, -0.01761], [2.40414, 2.01198, -0.32753], [2.66409, 2.96304, 0.75162], [0.87627, 2.41364, -0.80821], [0.68453, 2.30510, -2.13150], [-0.55696, 2.23296, -2.49400], [1.91971, 2.35050, -2.91918], [2.17676, 2.48485, -4.26587], [3.49157, 2.70161, -4.60069], [4.50588, 2.70670, -3.68741], [4.28703, 2.37681, -2.34846], [2.97107, 2.25932, -2.00570], [1.36968, 2.44551, -4.97324], [3.74470, 3.01633, -5.62068], [5.50911, 2.98183, -4.03266], [5.04942, 2.22091, -1.57398], [-1.53345, -3.05885, 2.55308], [-2.02608, -1.83322, 3.29601], [-0.92708, -0.79582, 3.74238], [-0.26952, -0.28001, 2.45652], [0.81810, -1.14363, 2.01977], [0.98979, -1.60812, 0.78141], [-0.09446, -1.15496, -0.55760], [1.94430, -2.49578, 0.48633], [2.01528, -3.31581, -0.69450], [2.99395, -4.49810, -0.51504], [2.39685, -5.76294, 0.06843], [1.42355, -5.65346, 1.24873], [-2.28580, -3.87542, 2.58005], [-0.63943, -3.46356, 3.05604], [-1.21361, -2.81536, 1.51617], [-2.62042, -2.08466, 4.18350], [-2.71009, -1.23368, 2.67478], [-0.20752, -1.22362, 4.41989], [-1.36757, 0.00168, 4.29301], [0.14124, 0.74580, 2.46098], [-1.06207, -0.40225, 1.66402], [1.34636, -1.61795, 2.72161], [2.59964, -2.81170, 1.18390], [2.17763, -2.69762, -1.60733], [0.99382, -3.68272, -0.89578], [3.89224, -4.12338, 0.01007], [3.33992, -4.80869, -1.53838], [3.15800, -6.50242, 0.35487], [1.80585, -6.23848, -0.73484], [1.77633, -5.32299, 2.22692], [1.00792, -6.61183, 1.39594], [0.55976, -5.01438, 0.96829]], "fmax_ha_per_bohr": 0.0726, "charge": 2, "gap_ha": 0.2477, "energy_ha": -2909.97263}

=====

[3]
{"formula": "C31H45MgO3", "method": "ωB97M-V/def2-TZVPD", "symbols": ["O", "C", "C", "H", "H", "C", "H", "H", "C", "H", "H", "H", "C", "H", "H", "H", "Mg", "C", "C", "C", "H", "C", "C", "H", "H", "H", "H", "C", "C", "C", "H", "C", "C", "H", "H", "H", "H", "O", "C", "C", "H", "H", "C", "H", "H", "C", "H", "H", "H", "H", "C", "C", "C", "C", "C", "C", "C", "C", "C", "C", "C", "C", "O", "H", "H", "H", "H", "H", "H", "H", "H", "H", "H", "H", "H", "H", "H", "H", "H", "H"], "positions_angstrom": [[1.76577, 3.08342, -1.12276], [2.66496, 3.33399, -2.26156], [3.56071, 4.33109, -1.52575], [2.19396, 3.80764, -3.12624], [3.13058, 2.38500, -2.53864], [2.54692, 4.11265, -0.39185], [3.56131, 5.35477, -1.91863], [4.55909, 3.94742, -1.27442], [1.76399, 5.38545, -0.08966], [1.34173, 5.79688, -1.01012], [2.45048, 6.13261, 0.33499], [0.97509, 5.17412, 0.64150], [3.17960, 3.57608, 0.86975], [3.67681, 2.62824, 0.65537], [2.39774, 3.40308, 1.61987], [3.92325, 4.29404, 1.24379], [-0.14264, 0.73759, -0.16811], [0.13871, -1.49287, 2.24472], [0.20555, -2.42087, 1.16621], [1.50628, -3.01250, 1.17085], [-0.61870, -2.66597, 0.50017], [2.25786, -2.39963, 2.22336], [1.40721, -1.44137, 2.86031], [1.66705, -0.77216, 3.68174], [-0.74630, -1.00152, 2.63355], [1.86619, -3.81503, 0.52301], [3.29316, -2.61561, 2.47645], [-2.12808, 1.75602, 1.29768], [-1.31801, 1.70454, 2.46399], [-0.05898, 2.26936, 2.17153], [-1.64113, 1.39097, 3.45433], [-0.11701, 2.77669, 0.84067], [-1.42027, 2.49792, 0.30710], [-1.80509, 2.97720, -0.59880], [-3.15016, 1.38777, 1.21195], [0.76698, 2.42192, 2.86958], [0.61426, 3.41129, 0.37064], [2.19258, -0.01423, -0.50362], [3.41200, -0.00187, 0.27458], [4.54114, -0.47376, -0.63696], [3.32283, -0.68297, 1.13915], [3.54952, 1.03728, 0.61284], [3.84831, -1.15605, -1.83658], [5.19898, -1.14418, -0.08332], [5.13912, 0.36227, -1.00582], [2.35190, -0.85537, -1.67922], [3.96832, -2.24797, -1.81470], [4.19598, -0.77174, -2.80936], [1.74646, -1.78302, -1.51665], [1.93849, -0.30022, -2.54820], [-1.96553, -0.33626, -3.46475], [-2.18718, -1.78764, -3.00919], [-0.92769, -2.67469, -2.91409], [-3.08781, -1.96315, -1.77505], [-4.10104, -2.90957, -1.90151], [-4.75894, -3.42659, -0.78721], [-4.46895, -2.90786, 0.46319], [-3.52970, -1.89619, 0.63383], [-3.22729, -1.57821, 2.08750], [-4.43455, -1.09726, 2.89335], [-2.72011, -2.86503, 2.76263], [-2.77281, -1.38689, -0.49424], [-1.77363, -0.54067, -0.38598], [-1.66037, 0.32936, -2.64662], [-2.91633, 0.05745, -3.84935], [-1.23495, -0.29539, -4.28436], [-2.79166, -2.21241, -3.82616], [-0.84094, -3.16773, -1.93068], [-1.01638, -3.49891, -3.63709], [-0.00147, -2.12372, -3.11242], [-4.35664, -3.28387, -2.89514], [-5.47053, -4.23881, -0.87888], [-4.96321, -3.31203, 1.35123], [-2.47022, -0.78951, 2.08044], [-5.24683, -1.83406, 2.93008], [-4.13931, -0.91058, 3.93475], [-4.83766, -0.17440, 2.46975], [-1.84066, -3.24706, 2.23689], [-2.44205, -2.68545, 3.80772], [-3.49004, -3.65128, 2.74266]], "fmax_ha_per_bohr": 0.0519, "charge": -1, "gap_ha": 0.1943, "energy_ha": -1633.99017}

=====

[4]
{"formula": "C3H7N3S", "method": "ωB97M-V/def2-TZVPD", "symbols": ["C", "C", "C", "H", "H", "H", "H", "H", "H", "H", "N", "N", "N", "S"], "positions_angstrom": [[2.00311, -2.07299, -0.56143], [2.39542, -0.80159, -0.99730], [-0.17118, 1.19461, -0.28338], [2.58258, -2.13890, 0.71683], [2.95090, -2.91091, -1.35029], [0.85783, -2.22170, -0.54781], [3.60374, -0.61042, -1.02217], [0.52964, 2.10910, -0.38443], [-1.38696, 2.23163, 0.85416], [-1.53326, -0.67080, 1.98733], [1.72518, 0.31499, -1.01318], [0.30271, 0.00510, -0.64295], [-1.34341, 1.27754, 0.61076], [-2.35999, 0.19428, 1.13229]], "fmax_ha_per_bohr": 0.1295, "charge": 0, "gap_ha": 0.3441, "energy_ha": -680.74718}